Entry from the Open Molecules 2025 dataset: C49H44NO5PbS as an isolated structure in a non-equilibrium geometry (ωB97M-V/def2-TZVPD).

The geometry in ORCA input format:
```
! RIJCOSX wB97M-V def2-TZVPD def2/J DEFGRID3
* xyz 1 1
Pb 0.84563 0.23433 -1.28061
S 4.74983 -0.47717 0.00639
O -2.16597 0.42703 2.58929
O 4.73663 -1.30327 -1.35611
O -0.35047 -1.44777 -0.41491
O -0.00637 1.68633 -0.04891
O -3.10817 -1.19757 1.31959
N 2.36513 -1.04747 0.51029
C -1.62327 0.34033 -4.69511
C -2.92767 -0.76057 2.65429
C -3.37107 2.75863 0.93239
C 2.64203 -2.62087 -1.25031
C 1.01003 2.87443 2.12849
C -0.50197 3.60693 4.31129
C 2.98043 -3.05597 -3.98711
C 2.07353 -0.72027 1.76919
C -1.09327 2.92913 3.26019
C -0.96897 1.83543 0.95179
C 4.15473 1.47523 -1.88411
C -2.06827 2.76973 0.44929
C -2.47247 -4.94947 -0.31831
C -3.70477 -5.04647 -0.94061
C -1.27807 -0.97247 -4.41581
C -4.30547 3.66373 0.45339
C 0.84463 3.92823 4.27599
C 4.06343 3.48753 0.03229
C 2.40083 -2.34617 0.17599
C -1.72367 3.72003 -0.50681
C 3.87483 -2.25617 -3.29971
C 2.20713 -3.35417 1.11129
C -3.70157 -2.67097 -1.30001
C -2.13567 0.69093 -2.36961
C -1.71007 -1.24137 -0.67121
C 1.75403 -3.42807 -1.96011
C -1.36097 -1.45127 -3.12391
C -2.44857 -2.57497 -0.70801
C -4.28157 -0.44357 3.29139
C -2.39117 -0.35967 0.42779
C -1.84937 -3.71827 -0.20581
C -2.65567 4.62013 -0.98821
C 4.28533 2.17793 0.42509
C -4.31937 -3.90147 -1.41921
C 1.59893 3.56303 3.17529
C -0.33847 2.54373 2.15869
C 4.33823 1.18593 -0.54191
C 6.54823 -0.22127 -0.02521
C -1.45197 0.41763 1.37599
C 3.70553 -2.04587 -1.93911
C 1.95023 -3.00787 2.42889
C -1.78897 -0.62757 -2.07341
C -3.95557 4.59423 -0.51131
C -2.19667 -1.84407 3.45979
C -2.05487 1.16363 -3.67271
C 3.93003 2.78973 -2.26411
C 1.92023 -3.64337 -3.31521
C 3.88903 3.79243 -1.30851
C 1.85863 -1.66247 2.75739
H 4.03443 4.27223 0.77089
H -0.88177 -3.62027 0.26599
H 3.73443 4.81773 -1.60561
H -1.99857 -5.83607 0.08069
H 7.03393 -1.14007 0.28879
H 2.28653 -4.38637 0.80989
H 4.19983 0.69133 -2.62481
H 0.91343 -3.84077 -1.42891
H -2.14247 2.69533 3.30969
H -4.18427 -6.00807 -1.05631
H -0.71077 3.73193 -0.87791
H -5.31387 3.64533 0.84329
H 2.64813 3.82413 3.13109
H 2.00603 0.33833 1.97659
H -5.28637 -3.97097 -1.89251
H 4.72053 -1.80307 -3.79511
H 1.62903 -1.34647 3.76029
H 1.58523 2.59963 1.25479
H -1.25147 -2.08397 2.97929
H -4.68817 5.29233 -0.89091
H -2.34377 2.18243 -3.87871
H 3.12093 -3.22137 -5.04371
H 4.42183 1.93393 1.46819
H -2.80657 -2.74157 3.49119
H -0.95377 -1.62367 -5.21301
H -1.11477 -2.47897 -2.90211
H -2.48827 1.35703 -1.59991
H 6.87383 0.06223 -1.02061
H -1.57627 0.70113 -5.71011
H -4.19427 -1.78777 -1.67771
H -2.35767 5.34803 -1.73041
H -4.83807 -1.36487 3.43329
H -2.02027 -1.48277 4.46989
H -3.11307 0.32303 -0.03741
H -0.53657 -0.18827 1.49279
H 1.22353 -4.26387 -3.85411
H -4.11857 0.04863 4.24609
H -3.66457 2.04113 1.68109
H -1.10327 3.89533 5.16169
H 6.76943 0.57213 0.68139
H -4.85097 0.21113 2.63599
H 1.82033 -3.76837 3.18499
H 3.80373 3.02723 -3.30871
H 1.29683 4.46793 5.09499
*
```

Output
gap between HOMO and LUMO	7.1	eV
lowest unoccupied orbital energy	-3.2535	eV
electronic energy	-2915.37029	Eh
ΔE to the lowest compared entry with this formula, charge and spin	7.6	kcal per mole

---

Entry from the Open Molecules 2025 dataset: C18H40Br2Cl2F3K2LiMgN5O9S as an isolated structure in a non-equilibrium geometry (ωB97M-V/def2-TZVPD).

The geometry in ORCA input format:
```
! RIJCOSX wB97M-V def2-TZVPD def2/J DEFGRID3
* xyz 1 1
Br -3.61237 0.09739 6.71682
Br 2.64362 5.65272 -1.38270
K 0.62187 4.58743 -7.15124
K 1.55440 7.99784 -1.91239
Cl 1.46619 -3.02499 6.25188
Cl 2.16560 -2.62340 4.27832
S -2.04945 1.76265 -5.50039
Mg -4.41422 1.01446 -1.09573
F 1.33192 -6.97313 1.44392
F 3.16936 -5.86555 1.83230
F 2.37023 -5.77804 -0.21503
O -1.98285 0.33979 -5.49279
O -2.13079 -1.29756 0.85336
O 4.53782 3.09585 -1.54081
O 2.80020 2.97302 -0.12047
O 1.77093 -3.41510 1.11193
O -0.54930 -2.27384 2.01425
O -0.57791 2.32955 -5.93819
O -3.02810 2.45831 -6.27478
O -0.25973 0.63399 2.36039
N 0.05009 2.80527 7.09061
N -2.81784 -0.32707 -1.68596
N -1.23760 -2.11407 -1.81997
N -1.01531 -0.16036 -3.18005
N 0.71448 0.30874 1.38357
C 1.24835 -4.59701 1.59131
C -1.37956 -0.65055 -1.81641
C 1.31277 -1.46909 -0.19866
C -0.71188 2.49096 -8.37398
C -0.52876 0.13983 -0.81245
C -0.97945 -1.86549 5.55625
C 2.30374 1.61295 -0.08958
C 0.13241 -0.61405 0.35742
C -2.08368 2.36666 -3.85270
C 1.13103 -2.97204 -0.10816
C 3.35444 3.12098 -1.36846
C 1.10385 1.60364 0.84323
C -0.01687 1.86505 -7.16941
C -0.92267 -1.47497 1.12683
C 0.32521 0.49230 3.65227
C 2.06738 -5.81358 1.11615
C -0.66558 -0.40907 5.89432
C -0.77241 0.58349 4.72618
Li 0.94373 -7.47760 -0.40868
H 0.26886 2.20477 0.45216
H 1.03942 2.16006 -7.16427
H -1.74747 2.16831 -8.44737
H -1.71781 0.45560 4.19420
H -0.72680 3.57617 -8.29239
H -1.76909 -1.90843 4.79746
H -0.04586 0.77696 -7.22158
H -0.68779 1.59239 5.16272
H -3.17169 -0.28234 -2.64703
H -0.14960 1.83807 7.39038
H -1.31073 1.86406 -3.27353
H 0.16934 -4.72436 1.43215
H 1.47652 -1.19873 -1.25334
H 1.39617 -4.58462 2.67796
H -3.31625 -1.10982 -1.25077
H -0.20893 2.20972 -9.30033
H 0.76330 2.79123 6.36037
H 3.10679 0.97031 0.28636
H 2.69949 3.20951 -2.24544
H -0.44587 -2.39532 -2.38842
H -3.06927 2.13452 -3.44518
H 1.69104 -3.46791 -0.92417
H 0.09654 -3.31044 -0.15360
H -1.36243 -2.42247 6.41890
H 0.31818 -0.39011 6.41225
H -1.44198 -0.75329 -3.88428
H -0.00843 -0.22778 -3.28350
H -0.81257 3.21437 6.71774
H -0.07474 -2.39673 5.15739
H 2.05494 1.34848 -1.12507
H -2.04833 -2.54905 -2.24307
H -1.45145 -0.07530 6.64441
H -1.93169 3.44396 -3.86795
H 1.14194 1.22489 3.79936
H 2.24284 -1.19714 0.31015
H 0.37721 3.35391 7.88576
H 0.19992 0.71976 -1.39126
H -1.18174 0.89322 -0.36225
H 0.81315 -0.48278 3.66339
H 1.44160 2.19006 1.70938
*
```

Output
gap between HOMO and LUMO	2.5	eV
lowest unoccupied orbital energy	-3.8854	eV
electronic energy	-9833.97505	Eh
ΔE to the lowest compared entry with this formula, charge and spin	28.4	kcal per mole

---

Entry from the Open Molecules 2025 dataset: a 2-piece molecular cluster, C2H7N4O overall in a non-equilibrium geometry (ωB97M-V/def2-TZVPD).

The geometry in ORCA input format:
```
! RIJCOSX wB97M-V def2-TZVPD def2/J DEFGRID3
* xyz 1 1
O 0.90756 2.06474 0.60659
N 1.00189 -0.66942 -0.01766
N -1.61507 0.05844 -0.89520
N 1.58869 -0.07140 -0.96559
N -1.83186 -1.07446 -0.67852
C 0.36352 -0.24697 1.08684
C 0.50157 1.26504 1.38519
H 1.31474 0.98134 -0.97936
H 1.80891 -0.50892 -1.88268
H -2.87881 -1.43180 -0.74513
H 1.10676 -1.72256 0.00736
H 0.17002 1.57237 2.47776
H -0.03781 -0.96165 1.76306
H -2.40012 0.74526 -1.16267
*
```

Output
gap between HOMO and LUMO	7.9	eV
lowest unoccupied orbital energy	-5.3462	eV
electronic energy	-374.25843	Eh
ΔE to the lowest compared entry with this formula, charge and spin	120.0	kcal per mole

---

- Among the records above, which one has the lowest lowest unoccupied orbital energy?
  C2H7N4O

---

- ΔE to the lowest compared entry with this formula, charge and spin of number 1 (C49H44NO5PbS)?
  7.6 kcal per mole